Computed, not measured: a 21-piece molecular cluster, C32H45BCl60O overall, with ωB97M-V/def2-TZVPD.

## Properties
Spin multiplicity: 1
Gap between HOMO and LUMO: 9.87 eV
E_tot: -787978.750 eV
HOMO level: -9.850 eV

Bonds (Å) are listed after each position.
Atoms and positions in Å:
1 C 7.42 -0.37 -1.65  C2 1.568, H15 1.090, H16 1.093, H17 1.091
2 C 7.18 0.39 -3.00  C1 1.568, C3 1.535, H18 1.092, H19 1.092
3 C 7.36 1.90 -2.77  C2 1.535, C4 1.542, H20 1.097, H21 1.094
4 C 6.38 2.79 -3.56  C3 1.542, C5 1.559, H22 1.091, H23 1.096
5 C 4.92 2.39 -3.18  C4 1.559, C6 1.560, H24 1.096, H25 1.096
6 C 4.00 3.57 -2.74  C5 1.560, C7 1.558, H26 1.094, H27 1.094
7 C 3.46 3.43 -1.29  C6 1.558, C8 1.544, H28 1.109, H29 1.095
8 C 2.11 2.68 -1.21  C7 1.544, C9 1.541, H30 1.101, H31 1.093
9 C 2.21 1.19 -1.60  C8 1.541, B10 1.588, H32 1.100, H33 1.100
10 B 0.82 0.50 -1.94  C9 1.588, C11 1.601, H34 1.181
11 C 0.93 -1.01 -2.47  B10 1.601, C12 1.569, H35 1.090, H36 1.093
12 C 0.78 -0.98 -4.03  C11 1.569, C13 1.541, O14 1.402, H37 1.080
13 C 2.05 -0.51 -4.76  C12 1.541, O14 1.509, H38 1.084, H39 1.083
14 O 0.79 0.30 -4.61  C12 1.402, C13 1.509
15 H 8.03 0.24 -0.99  C1 1.090
16 H 6.46 -0.57 -1.16  C1 1.093
17 H 7.90 -1.33 -1.85  C1 1.091
18 H 7.88 -0.02 -3.72  C2 1.092
19 H 6.18 0.11 -3.33  C2 1.092
20 H 8.37 2.17 -3.09  C3 1.097
21 H 7.26 2.18 -1.72  C3 1.094
22 H 6.52 3.86 -3.39  C4 1.091
23 H 6.49 2.58 -4.63  C4 1.096
24 H 4.93 1.68 -2.35  C5 1.096
25 H 4.48 1.84 -4.02  C5 1.096
26 H 3.17 3.61 -3.45  C6 1.094
27 H 4.60 4.49 -2.79  C6 1.094
28 H 3.25 4.45 -0.91  C7 1.109
29 H 4.20 2.94 -0.65  C7 1.095
30 H 1.84 2.70 -0.15  C8 1.101
31 H 1.32 3.22 -1.73  C8 1.093
32 H 2.73 0.62 -0.82  C9 1.100
33 H 2.82 1.05 -2.51  C9 1.100
34 H -0.21 1.06 -1.81  B10 1.181
35 H 1.93 -1.41 -2.29  C11 1.090
36 H 0.13 -1.65 -2.10  C11 1.093
37 H 0.20 -1.76 -4.50  C12 1.080
38 H 2.21 -0.84 -5.78  C13 1.084
39 H 2.62 0.32 -4.37  C13 1.083
40 C -0.21 -0.54 2.07  Cl41 1.771, Cl42 1.763, Cl43 1.760, H44 1.084
41 Cl 0.08 -2.16 2.74  C40 1.771
42 Cl 1.31 0.22 1.64  C40 1.763
43 Cl -1.27 -0.64 0.67  C40 1.760
44 H -0.70 0.06 2.83  C40 1.084
45 C 1.34 7.49 -0.94  Cl46 1.767, Cl47 1.764, Cl48 1.767, H49 1.080
46 Cl 1.86 9.09 -0.42  C45 1.767
47 Cl 2.54 6.74 -1.99  C45 1.764
48 Cl 1.02 6.46 0.46  C45 1.767
49 H 0.42 7.59 -1.50  C45 1.080
50 C -5.87 -0.93 1.51  Cl51 1.766, Cl52 1.761, Cl53 1.764, H54 1.082
51 Cl -5.33 0.70 1.90  C50 1.766
52 Cl -4.74 -2.13 2.13  C50 1.761
53 Cl -7.49 -1.21 2.16  C50 1.764
54 H -5.92 -1.02 0.43  C50 1.082
55 C 4.71 1.02 3.14  Cl56 1.763, Cl57 1.770, Cl58 1.764, H59 1.084
56 Cl 6.44 1.02 3.46  C55 1.763
57 Cl 4.40 0.97 1.40  C55 1.770
58 Cl 3.93 -0.35 3.94  C55 1.764
59 H 4.28 1.93 3.53  C55 1.084
60 C 1.98 -4.29 0.89  Cl61 1.766, Cl62 1.766, Cl63 1.765, H64 1.083
61 Cl 1.18 -4.26 -0.68  C60 1.766
62 Cl 2.89 -5.78 1.11  C60 1.766
63 Cl 3.03 -2.88 1.08  C60 1.765
64 H 1.22 -4.24 1.66  C60 1.083
65 C -3.19 -0.21 -3.01  Cl66 1.757, Cl67 1.770, Cl68 1.762, H69 1.082
66 Cl -2.72 1.43 -2.59  C65 1.757
67 Cl -1.91 -0.99 -3.95  C65 1.770
68 Cl -3.53 -1.15 -1.55  C65 1.762
69 H -4.09 -0.16 -3.61  C65 1.082
70 C 4.25 0.03 -8.34  Cl71 1.768, Cl72 1.766, Cl73 1.764, H74 1.083
71 Cl 4.90 0.20 -9.98  C70 1.768
72 Cl 4.77 -1.49 -7.61  C70 1.766
73 Cl 4.74 1.40 -7.34  C70 1.764
74 H 3.17 0.03 -8.40  C70 1.083
75 C -5.32 0.34 5.72  Cl76 1.765, Cl77 1.764, Cl78 1.768, H79 1.084
76 Cl -5.07 2.07 6.00  C75 1.765
77 Cl -3.88 -0.40 5.02  C75 1.764
78 Cl -5.77 -0.47 7.23  C75 1.768
79 H -6.14 0.22 5.02  C75 1.084
80 C -0.19 -3.17 7.84  Cl81 1.764, Cl82 1.766, Cl83 1.763, H84 1.083
81 Cl 0.33 -3.05 6.16  C80 1.764
82 Cl 0.50 -4.61 8.59  C80 1.766
83 Cl 0.25 -1.72 8.74  C80 1.763
84 H -1.27 -3.26 7.86  C80 1.083
85 C 4.49 -3.30 -11.16  Cl86 1.765, Cl87 1.766, Cl88 1.763, H89 1.081
86 Cl 5.71 -3.67 -12.38  C85 1.765
87 Cl 2.87 -3.57 -11.81  C85 1.766
88 Cl 4.75 -4.25 -9.70  C85 1.763
89 H 4.57 -2.25 -10.90  C85 1.081
90 C 0.40 9.28 -4.43  Cl91 1.767, Cl92 1.773, Cl93 1.766, H94 1.082
91 Cl 2.09 9.10 -3.96  C90 1.767
92 Cl 0.25 9.35 -6.20  C90 1.773
93 Cl -0.58 7.97 -3.77  C90 1.766
94 H 0.03 10.22 -4.03  C90 1.082
95 C -9.50 -2.61 -1.00  Cl96 1.761, Cl97 1.763, Cl98 1.768, H99 1.082
96 Cl -10.52 -1.18 -0.95  C95 1.761
97 Cl -9.96 -3.67 -2.32  C95 1.763
98 Cl -7.80 -2.14 -1.14  C95 1.768
99 H -9.62 -3.15 -0.07  C95 1.082
100 C -3.85 -5.08 -1.74  Cl101 1.769, Cl102 1.765, Cl103 1.769, H104 1.082
101 Cl -2.36 -4.14 -1.57  C100 1.769
102 Cl -3.70 -6.62 -0.89  C100 1.765
103 Cl -5.27 -4.20 -1.17  C100 1.769
104 H -3.99 -5.29 -2.79  C100 1.082
105 C 2.55 -5.98 5.86  Cl106 1.764, Cl107 1.767, Cl108 1.768, H109 1.082
106 Cl 4.29 -5.96 6.19  C105 1.764
107 Cl 2.25 -6.00 4.12  C105 1.767
108 Cl 1.78 -7.36 6.64  C105 1.768
109 H 2.12 -5.07 6.26  C105 1.082
110 C -8.71 -1.87 9.49  Cl111 1.766, Cl112 1.765, Cl113 1.766, H114 1.082
111 Cl -6.95 -2.05 9.55  C110 1.766
112 Cl -9.16 -0.33 8.77  C110 1.765
113 Cl -9.44 -3.21 8.60  C110 1.766
114 H -9.09 -1.89 10.51  C110 1.082
115 C -9.72 2.87 -2.05  Cl116 1.765, Cl117 1.765, Cl118 1.766, H119 1.082
116 Cl -10.47 2.85 -3.64  C115 1.765
117 Cl -8.83 1.37 -1.76  C115 1.765
118 Cl -8.66 4.27 -1.87  C115 1.766
119 H -10.50 2.94 -1.30  C115 1.082
120 C -3.02 5.72 -6.07  Cl121 1.767, Cl122 1.765, Cl123 1.762, H124 1.082
121 Cl -2.86 5.11 -4.42  C120 1.767
122 Cl -4.51 6.66 -6.25  C120 1.765
123 Cl -1.60 6.68 -6.48  C120 1.762
124 H -3.07 4.88 -6.76  C120 1.082
125 C 4.39 2.58 6.78  Cl126 1.768, Cl127 1.766, Cl128 1.763, H129 1.082
126 Cl 4.84 3.85 5.63  C125 1.768
127 Cl 2.99 1.68 6.21  C125 1.766
128 Cl 5.75 1.50 7.08  C125 1.763
129 H 4.13 3.06 7.72  C125 1.082
130 C 6.35 -9.24 7.84  Cl131 1.767, Cl132 1.763, Cl133 1.767, H134 1.082
131 Cl 6.72 -9.79 9.48  C130 1.767
132 Cl 4.77 -8.47 7.78  C130 1.763
133 Cl 7.60 -8.14 7.26  C130 1.767
134 H 6.33 -10.11 7.19  C130 1.082
135 C -12.71 -1.58 8.21  Cl136 1.765, Cl137 1.765, Cl138 1.765, H139 1.082
136 Cl -13.43 -3.18 8.43  C135 1.765
137 Cl -13.54 -0.70 6.92  C135 1.765
138 Cl -12.75 -0.67 9.72  C135 1.765
139 H -11.68 -1.71 7.91  C135 1.082